(1)
The following is a quantum chemistry calculation of 2 unconnected molecules or ions with the total composition C6H14NO3 at a distorted geometry, from OMol25.

CARTESIAN COORDINATES (ANGSTROEM)
C -1.54223 0.41744 0.17230
C -3.23761 -0.14971 -1.47891
C 1.68536 -1.38894 1.06351
C 3.19134 2.29636 -0.00978
C -2.45297 0.85089 -0.67444
C 1.91178 0.28863 -0.50324
N 1.07420 -0.25242 -1.35590
O -1.27916 -0.86874 0.66341
O 2.18934 -0.14302 0.61734
O 2.47745 1.40491 -0.85435
H -1.12373 1.15165 0.82676
H -3.50887 -1.01140 -0.86073
H -4.18074 0.34442 -1.76382
H -2.65767 -0.42656 -2.38856
H 2.21690 -1.64806 1.93131
H 2.06863 -1.98182 0.22376
H 0.50186 -1.44053 1.11777
H 3.02178 3.33490 -0.29962
H 4.24889 2.11995 -0.07574
H 3.04533 2.27259 1.07425
H -2.41208 1.88887 -0.91067
H -2.18304 -1.22020 0.74898
H 0.39338 -0.80663 -0.97712
H 0.80062 0.19021 -2.18390

## Properties
Spin multiplicity: 1
Net charge: +1
Orbital gap, hartree: 0.380
LUMO, eV: -2.63

(2)
The following is a quantum chemistry calculation of 2 unconnected molecules or ions with the total composition C6H14NO4S2 at a distorted geometry, from OMol25.

CARTESIAN COORDINATES (ANGSTROEM)
C 1.95235 -1.37773 -0.44330
C 1.27942 -1.42715 1.93371
C -2.82315 0.78988 -1.13412
C 2.31447 -1.12344 0.85258
C -1.81676 -0.29631 -1.52737
C -0.69466 -0.46302 -0.51678
N 1.37263 2.31816 0.21645
O -1.02544 2.48515 0.85311
O 0.63243 1.67992 2.51082
O 0.32859 -1.84817 -2.50589
O -0.14618 -3.15818 -0.47811
S 0.23300 2.70907 1.51920
S 0.34940 -1.88850 -1.02919
H 0.39696 -2.05642 1.64472
H 0.91278 -0.41589 2.41321
H 1.85109 -1.90020 2.74818
H -2.22424 1.53849 -0.53611
H -3.21354 1.45131 -1.87574
H -3.66850 0.51879 -0.54763
H 3.12658 -0.64577 1.27150
H 2.56908 -0.96201 -1.22795
H -1.34312 -0.20704 -2.47179
H -2.39750 -1.20238 -1.44514
H 0.11511 0.34648 -0.52059
H -1.27189 -0.68008 0.41828
H 0.91829 3.04422 -0.47623
H 2.27279 2.77082 0.35418

## Properties
Spin multiplicity: 1
Net charge: -1
Orbital gap, hartree: 0.270
LUMO, eV: 3.36

(3)
The following is a quantum chemistry calculation of C6H14NP in the gas phase at a distorted geometry, from OMol25.

CARTESIAN COORDINATES (ANGSTROEM)
C 2.58035 1.41407 0.28414
P 1.66786 0.48087 -1.05054
C 0.82242 -0.84900 -0.00995
C 1.69506 -1.93686 0.64916
N -0.40595 -0.94526 0.09011
C -1.36044 0.06753 -0.42296
C -2.38463 -0.53633 -1.44248
C -2.17235 0.69162 0.74351
H 2.93184 0.68129 1.03005
H 2.12065 2.29408 0.86066
H 3.43569 2.03217 -0.21456
H 2.89157 -0.42747 -1.40841
H 2.56896 -2.22450 -0.01940
H 0.92287 -2.73844 0.81187
H 2.00255 -1.58892 1.59652
H -0.80622 0.76983 -0.94099
H -2.88360 -1.45422 -0.97867
H -3.17023 0.21824 -1.75952
H -1.78339 -0.81910 -2.42477
H -3.11409 1.17407 0.43739
H -1.58303 1.48104 1.33300
H -2.42001 -0.13857 1.31247

## Properties
Spin multiplicity: 1
Orbital gap, hartree: 0.344
LUMO, eV: 0.82

(4)
The following is a quantum chemistry calculation of C6H14NPS in the gas phase at a distorted geometry, from OMol25.

CARTESIAN COORDINATES (ANGSTROEM)
C 2.12775 -2.17755 -0.06464
C 0.68272 -1.72039 0.22723
C 0.54556 -0.37865 -0.56033
N -0.81461 0.03647 -0.58122
C -1.62235 -0.54741 -1.56777
C -1.39031 0.60100 0.46188
S -2.86238 1.26372 0.44745
P -0.29025 1.21065 1.85117
C 0.14705 2.92094 1.09792
H 2.78078 -1.61524 0.77980
H 2.37286 -3.22364 -0.12373
H 2.41075 -1.70651 -0.95642
H 0.37126 -1.69419 1.24479
H 0.06373 -2.43195 -0.22770
H 1.16423 0.51996 -0.15846
H 0.73313 -0.59138 -1.57658
H -1.34995 -0.19000 -2.58661
H -1.58359 -1.65820 -1.49278
H -2.67322 -0.21589 -1.61154
H -1.42215 1.81728 2.59603
H 0.04323 3.62118 1.89186
H -0.59701 3.15930 0.35673
H 1.16277 3.00049 0.55293

## Properties
Spin multiplicity: 1
Orbital gap, hartree: 0.300
LUMO, eV: 0.55

(5)
The following is a quantum chemistry calculation of 2 unconnected molecules or ions with the total composition C6H14NS at a distorted geometry, from OMol25.

CARTESIAN COORDINATES (ANGSTROEM)
C -1.45103 -0.97488 0.36020
C -2.86804 -1.11642 -0.17585
S -4.04264 0.19451 0.30190
C -0.84765 0.37201 -0.02229
N 0.79930 0.62369 0.50302
C 3.04205 -0.23093 1.76923
C 0.52572 0.35679 -0.80409
C 0.70799 1.45942 -1.85549
H -0.78961 -1.79602 0.03771
H -1.28699 -1.17916 1.42571
H -2.74259 -1.11985 -1.27216
H -3.21617 -2.11092 0.12476
H -1.12425 1.08946 0.76545
H -1.48313 0.83049 -0.79449
H 2.18152 0.17531 1.11115
H 3.48702 0.62210 2.28732
H 2.52532 -0.94438 2.41439
H 3.86483 -0.78917 1.31301
H 0.68163 -0.64286 -1.23403
H 1.49980 2.13243 -1.56081
H 0.75432 1.00235 -2.84641
H -0.21741 2.04604 -1.84826

## Properties
Spin multiplicity: 1
Net charge: -1
Orbital gap, hartree: 0.230
LUMO, eV: 3.59

(6)
The following is a quantum chemistry calculation of a molecular structure, C6H14NS at a distorted geometry, from OMol25.

CARTESIAN COORDINATES (ANGSTROEM)
C 1.40633 0.09783 -1.81777
C 1.00346 -0.16211 -0.38362
S 2.17791 0.44376 0.87703
C 1.49806 1.57085 -2.16248
N -2.73094 -0.72277 -1.03036
C -2.14469 -1.02017 0.07691
C -2.52994 -0.43941 1.44340
C -1.37176 -0.47509 2.44071
H 0.76308 -0.46453 -2.50198
H 2.40241 -0.34915 -1.94795
H 0.87268 -1.24030 -0.26663
H 0.04559 0.33680 -0.18989
H 1.95416 1.76107 -3.14727
H 0.50134 2.03671 -2.15303
H 2.05338 2.03547 -1.35780
H -1.35088 -1.79313 0.14927
H -2.00504 0.09087 -0.70874
H -3.44886 -0.96245 1.75948
H -2.84106 0.59503 1.23674
H -1.69291 -0.27976 3.46028
H -0.63027 0.26741 2.18578
H -0.87525 -1.44337 2.43913

## Properties
Spin multiplicity: 1
Net charge: -1
Orbital gap, hartree: 0.227
LUMO, eV: 3.62

(7)
The following is a quantum chemistry calculation of 2 unconnected molecules or ions with the total composition C6H14NS, from OMol25.

CARTESIAN COORDINATES (ANGSTROEM)
C -1.95041 1.05166 1.92976
C -2.79667 1.10334 0.90923
C 0.24780 0.56266 2.63581
N -0.72001 0.33309 1.84202
H -2.11092 1.55782 2.86899
H -2.54407 0.69709 -0.05626
H -3.73129 1.62050 1.06052
H 1.17172 0.01040 2.52598
H 0.14411 1.32707 3.39501
H -0.63160 -0.40981 1.09790
C 2.34726 0.14873 -2.04492
C 1.27747 -0.28389 -1.05043
C 0.50251 -1.50462 -1.56383
S -0.85189 -2.06336 -0.47357
H 3.04546 0.85273 -1.59588
H 1.92538 0.63907 -2.91726
H 2.94354 -0.71675 -2.33083
H 1.72999 -0.47630 -0.07477
H 0.56228 0.54194 -0.93166
H 1.22556 -2.31430 -1.65419
H 0.08250 -1.29676 -2.54347
H -1.86873 -1.38029 -1.02817

## Properties
Spin multiplicity: 1
Net charge: +1
Orbital gap, hartree: 0.300
LUMO, eV: -5.02

(8)
The following is a quantum chemistry calculation of 2 unconnected molecules or ions with the total composition C6H14NS3 at a distorted geometry, from OMol25.

CARTESIAN COORDINATES (ANGSTROEM)
C -2.32817 -1.52402 -1.06711
C -1.84126 -1.45593 0.09687
C -1.46570 -1.48556 1.41600
C 1.84816 0.16740 -0.52950
C 0.60856 1.19142 1.55425
C 0.73116 1.02838 0.06388
N -0.46900 0.62136 -0.44635
S 2.41637 2.48731 -3.59290
S 1.18523 2.92676 -0.64817
S 0.72160 2.35701 -2.52469
H -2.09773 -0.83801 -1.86203
H -3.23152 -2.05922 -1.16145
H -0.44745 -1.90172 1.52442
H -2.22415 -2.13170 1.89009
H -1.60017 -0.41106 1.88493
H 2.74897 0.44877 0.02672
H 1.92095 0.27446 -1.55474
H 1.85960 -0.87249 -0.23255
H -0.10729 1.91135 1.87843
H 1.58707 1.30341 1.99890
H 0.28799 0.32000 2.06244
H -1.24440 1.24805 -0.28570
H -0.36497 0.37432 -1.43671
H 2.41333 3.88646 -3.45749

## Properties
Spin multiplicity: 1
Net charge: +1
Orbital gap, hartree: 0.210
LUMO, eV: -5.75